(1)
Formula: C2H5N3O2
Source: OMol25
Level of theory: ωB97M-V/def2-TZVPD

Its HOMO energy (alpha / beta) is -7.43 / -7.97 eV. Its HOMO-LUMO gap (alpha / beta) is 7.760 / 8.171 eV. As for the largest force on an atom: 4.64 eV/A.

Each line ends with the Löwdin charge.
Positions of all 12 atoms, in Å:
C -1.57060 -0.04410 0.28491  -0.561
C -0.63586 0.99037 0.02443  -0.087
N -1.67555 -0.82883 -0.92157  0.108
N 2.07322 0.33190 0.00276  -0.048
N 1.11448 -0.48836 0.49691  -0.020
O -2.22700 -0.15674 1.30561  0.060
O 0.02910 1.95737 -0.19131  0.131
H -0.86770 -0.88226 -1.45518  0.038
H -2.12726 -1.83445 -0.82430  0.163
H 2.57926 0.16841 -0.83971  0.089
H 2.41106 0.96700 0.68101  0.078
H 0.89685 -0.18031 1.43643  0.047

Forces on atoms 1 to 6 (eV/Å):
C -0.8 -0.9 -2.1
C 2.8 2.1 0.4
N -3.2 -2.2 2.5
N -1.1 -0.3 1.8
N -0.1 0.0 -1.7
O 0.5 -0.1 -0.2

(2)
Formula: C7H9NO3
Source: OMol25
Level of theory: ωB97M-V/def2-TZVPD

Its HOMO energy is -8.18 eV. As for the SMILES: Cn1ccc(=O)c(O)c1CO. Its HOMO-LUMO gap is 8.529 eV. As for the largest force on an atom: 3.59 eV/A.

Each line ends with the Löwdin charge.
Positions of all 20 atoms, in Å:
C 0.95285 2.01136 0.32121  -0.032
C -1.25883 1.41496 -0.23144  -0.078
C -2.27010 0.53232 -0.36777  -0.004
C -2.12367 -0.79535 0.03324  -0.367
C -0.71043 -1.21015 0.10653  -0.196
C 0.28939 -0.29899 -0.04152  -0.115
C 1.70995 -0.86634 -0.02616  -0.193
H 1.98845 1.58900 0.53617  0.119
H 1.16532 2.59971 -0.48378  0.066
H 0.64157 2.69834 1.06175  0.092
H -1.44782 2.49220 -0.53482  0.160
H -3.21707 0.96901 -0.61832  0.116
H 0.28149 -2.65834 0.75652  0.125
H 2.03011 -0.66121 1.04194  0.146
H 2.41366 -0.11493 -0.41253  0.109
H 1.31796 -2.40569 -1.10889  0.084
N 0.00217 1.04516 -0.03251  -0.111
O -3.10141 -1.58624 0.15959  0.020
O -0.53992 -2.54265 0.22792  0.071
O 1.87632 -2.21215 -0.38712  -0.012

Forces on atoms 1 to 6 (eV/Å):
C 3.1 -0.7 0.9
C -1.5 1.7 -1.7
C -0.2 2.2 0.3
C -1.9 -3.1 -0.2
C -1.4 0.6 -0.3
C 0.1 -2.1 0.5

(3)
Formula: C13H60BNO30
Source: OMol25
Level of theory: ωB97M-V/def2-TZVPD

As for the charge: -2. Its HOMO energy is -0.67 eV. Its HOMO-LUMO gap is 3.157 eV. As for the largest force on an atom: 4.85 eV/A.

Each line ends with the Löwdin charge.
Positions of all 105 atoms, in Å:
C 18.87586 5.72372 19.10395  -0.080
C 18.51161 4.88410 20.29468  -0.460
C 17.60220 5.81895 21.22901  -0.162
C 16.84811 5.09485 22.32633  -0.179
C 15.94906 4.14100 21.49690  -0.185
C 16.77642 3.08183 20.70046  -0.516
N 17.84340 3.56420 19.88633  -0.207
O 18.51201 2.62594 18.96245  -0.363
C 15.62234 2.49749 19.79334  -0.064
C 17.24121 2.03324 21.78857  -0.048
C 19.80409 4.48879 21.10039  -0.048
H 19.46126 5.12320 18.40769  0.071
H 19.48179 6.61354 19.27480  0.076
H 17.97692 6.08445 18.60408  0.070
H 16.93929 6.27566 20.49412  0.091
H 18.15731 6.67507 21.61243  0.102
H 16.18812 5.64406 22.99781  0.095
H 17.58843 4.54130 22.90391  0.096
H 15.40956 4.76830 20.78731  0.092
H 15.11068 3.69856 22.03493  0.101
H 16.04721 1.88150 19.00079  0.055
H 15.02392 3.29433 19.35171  0.064
H 15.02805 1.77637 20.35451  0.058
H 17.23407 1.08172 21.25690  0.059
H 16.46343 1.92474 22.54447  0.051
H 18.15204 2.15966 22.37381  0.056
H 20.54653 4.11543 20.39506  0.069
H 19.65208 3.81144 21.94073  0.053
H 20.20454 5.35790 21.62229  0.060
O 24.87344 11.12050 20.41903  0.174
C 25.83245 10.45749 20.28436  -0.358
O 26.38885 9.56204 21.22125  0.171
B 27.59673 8.90845 20.59809  -0.809
O 27.62003 9.41623 19.19374  0.200
C 26.73290 10.41179 19.06887  -0.389
O 26.69693 11.05678 18.04660  0.124
O 28.91617 9.20231 21.27941  0.176
C 29.50574 8.05448 21.72795  -0.297
O 30.61193 7.91149 22.31838  0.062
C 28.53318 6.87613 21.35145  -0.322
O 27.46242 7.42397 20.70452  0.177
O 28.50329 5.66118 21.56644  0.090
O 17.70499 -3.77123 25.91975  -0.056
H 17.03985 -3.94677 25.25416  0.023
H 17.67279 -2.82308 26.04700  0.031
O 12.08594 -3.63092 19.44254  -0.058
H 12.29924 -2.73897 19.16842  0.032
H 12.92263 -4.00277 19.72168  0.025
O 22.59843 -1.16778 20.52627  -0.060
H 22.19512 -0.52462 19.94326  0.034
H 21.89393 -1.78342 20.72850  0.025
O 22.82263 0.84877 13.53048  -0.059
H 23.04402 1.59034 12.96719  0.024
H 22.33613 1.23674 14.25783  0.034
O 11.77412 11.51343 19.63873  -0.056
H 12.58464 11.27956 20.09104  0.031
H 11.08870 11.39036 20.29545  0.025
O 13.55590 8.79369 29.12927  -0.056
H 13.33130 8.45181 28.26388  0.030
H 14.16184 9.51344 28.95311  0.026
O 16.04322 3.69721 14.27310  -0.060
H 16.10509 2.77010 14.04315  0.021
H 16.60646 3.79206 15.04120  0.035
O 16.73517 1.95024 28.51476  -0.058
H 16.97580 2.08819 27.59863  0.031
H 17.32258 1.25684 28.81539  0.026
O 11.56299 2.97555 27.57103  -0.056
H 11.43249 2.40523 26.81344  0.027
H 12.46370 2.80575 27.84691  0.029
O 20.05165 12.91432 25.27015  -0.054
H 20.41841 13.01149 24.39136  0.032
H 19.36122 13.57567 25.31653  0.022
O 8.59073 1.35432 18.32671  -0.054
H 9.15360 1.52268 17.57103  0.031
H 7.76406 1.78603 18.11114  0.024
O 20.59575 -4.10436 14.41636  -0.057
H 20.43117 -3.16765 14.52456  0.031
H 20.92915 -4.18782 13.52299  0.026
O 23.05596 5.56596 10.96081  -0.054
H 23.66051 5.51178 10.22067  0.024
H 23.61018 5.79398 11.70718  0.031
O 14.72118 9.08695 13.59039  -0.058
H 14.33091 9.40491 14.40454  0.027
H 15.04209 8.21086 13.80423  0.031
O 20.00460 7.83238 27.02780  -0.054
H 19.54947 7.62319 26.21213  0.030
H 19.69676 8.70947 27.25624  0.024
O 15.81155 -5.48425 21.96932  -0.054
H 15.86660 -6.36611 22.33745  0.026
H 16.51532 -5.45030 21.32140  0.031
O 15.87918 -1.11204 12.92945  -0.056
H 15.85559 -2.05162 12.74821  0.025
H 16.19168 -1.04950 13.83204  0.031
O 21.60917 -0.24261 27.22498  -0.056
H 22.08543 0.34893 26.64233  0.032
H 22.09984 -0.21686 28.04645  0.024
O 11.85568 -3.20273 26.48361  -0.056
H 11.66539 -2.33119 26.13659  0.028
H 12.10550 -3.71734 25.71615  0.028
O 25.11692 1.20975 23.78627  -0.057
H 24.71240 0.82845 23.00705  0.027
H 26.02171 1.38325 23.52646  0.029
O 9.48794 0.82203 23.44675  -0.054
H 8.78910 0.17289 23.36617  0.025
H 9.33352 1.43173 22.72520  0.029

Forces on atoms 1 to 6 (eV/Å):
C 0.3 -0.1 -1.0
C 0.3 -1.9 2.1
C 0.3 0.0 -1.0
C -0.6 -1.3 -1.3
C 0.9 0.8 -0.1
C -1.0 -0.3 0.6

(4)
Formula: C4H9NO
Source: OMol25
Level of theory: ωB97M-V/def2-TZVPD

Its HOMO energy is -8.45 eV. As for the SMILES: C=CO.C=NC. Its HOMO-LUMO gap is 9.000 eV. As for the largest force on an atom: 4.26 eV/A.

Each line ends with the Löwdin charge.
Positions of all 15 atoms, in Å:
C 1.71037 0.85471 0.60539  -0.110
C 2.38564 -1.12320 -0.45409  -0.036
N 1.34179 -0.37666 -0.20525  -0.086
H 0.72599 1.19577 0.98811  0.079
H 2.07245 1.59349 -0.09909  0.068
H 2.50000 0.71638 1.35794  0.072
H 2.26886 -2.11925 -0.80810  0.056
H 3.20456 -0.97391 0.25455  0.067
C -3.11242 0.53275 0.20368  -0.021
C -2.25303 -0.04321 -0.61261  -0.310
O -1.46724 -1.08018 -0.16503  -0.104
H -3.52289 1.53896 0.02503  0.053
H -3.45989 -0.03849 1.07266  0.061
H -1.87835 0.37986 -1.55570  0.108
H -0.51584 -1.05700 -0.60749  0.101

Forces on atoms 1 to 6 (eV/Å):
C -1.7 -0.7 -0.8
C -2.4 1.2 3.3
N 3.0 -0.3 -0.7
H 1.0 0.0 0.3
H -0.1 0.3 -0.2
H -0.5 -0.3 -0.1

(5)
Formula: C31H33BN7O7P2SeV
Source: OMol25
Level of theory: ωB97M-V/def2-TZVPD

Its HOMO energy (alpha / beta) is -6.96 / -6.96 eV. Its HOMO-LUMO gap (alpha / beta) is 6.513 / 6.419 eV. As for the spin multiplicity: 3. As for the largest force on an atom: 1.21 eV/A.

Each line ends with the Löwdin spin population.
Positions of all 83 atoms, in Å:
V 0.09807 0.30083 0.40493  1.939
C -3.70907 0.69721 -1.85045  -0.003
C -4.49231 1.26726 -0.85137  0.013
C -3.89468 1.68791 0.32396  -0.003
C -2.52204 1.49446 0.49352  0.005
C -1.73465 0.82505 -0.45166  -0.040
C -2.35293 0.47735 -1.64850  0.006
C -1.81300 2.07577 1.65405  0.008
C -2.40699 3.08569 2.46044  -0.001
C -1.68228 3.65979 3.45716  0.007
C -0.35379 3.23895 3.70406  0.000
C 0.44158 3.77675 4.73893  0.001
C 1.71178 3.31448 4.94068  -0.001
C 2.22987 2.29501 4.11926  0.002
C 1.48476 1.75964 3.10387  0.001
C 0.17865 2.23514 2.87186  0.002
N -0.55770 1.70818 1.84766  -0.004
H -4.16714 0.40920 -2.78918  -0.001
H -5.55619 1.39721 -0.99925  0.001
H -4.50150 2.14908 1.09079  -0.001
H -1.75858 0.01879 -2.42838  0.000
H -3.41645 3.40241 2.25504  0.000
H -2.10927 4.44451 4.06939  0.000
H 0.02518 4.55463 5.36600  0.000
H 2.32346 3.72782 5.73082  0.000
H 3.23535 1.93246 4.28561  0.000
H 1.89620 0.98041 2.47878  0.001
B 3.40149 1.66699 -0.03914  0.000
N 2.24817 2.18473 -0.92799  0.001
C 2.38993 3.17898 -1.80723  0.008
C 1.13835 3.63394 -2.18416  0.002
C 0.26319 2.83007 -1.46702  0.008
N 0.93484 1.95782 -0.71013  -0.002
N 3.25109 0.14434 0.24232  0.002
C 4.25784 -0.68057 0.52340  0.000
C 3.74555 -1.86206 1.04521  0.000
C 2.37348 -1.66499 1.03270  0.002
N 2.08376 -0.45260 0.54851  0.002
H 3.39407 2.25247 1.01747  0.000
H 4.42748 1.82734 -0.64092  0.000
H 3.37926 3.49020 -2.09530  0.000
H 0.89820 4.40743 -2.88993  0.000
H -0.81173 2.81247 -1.48557  0.000
H 5.26941 -0.36633 0.33062  0.000
H 4.28977 -2.73440 1.35716  0.000
H 1.57300 -2.32847 1.31496  0.000
C -2.07604 -4.66302 0.18441  0.000
C -1.09221 -3.50487 0.33399  0.001
O 0.11143 -3.96584 0.94500  0.000
P -1.75040 -2.19947 1.40192  0.003
O -3.10335 -1.74132 0.74205  0.000
O -2.24719 -2.88608 2.73575  0.000
O -0.78939 -1.10127 1.71873  0.017
P -0.62955 -2.71283 -1.26809  0.004
O -2.07914 -2.50077 -1.96993  0.001
O 0.16732 -3.71315 -2.02530  0.000
O -0.06962 -1.38194 -0.89626  0.015
H -2.18057 -5.17354 1.14133  0.000
H -1.67322 -5.36397 -0.54820  0.000
H -3.05724 -4.33315 -0.15471  0.000
H 0.69440 -4.26544 0.22969  0.000
H -3.05940 -1.46825 -0.19352  0.000
H -1.83124 -2.50567 3.51912  0.000
H -2.17362 -3.02863 -2.77150  0.000
C 0.63446 0.63906 -6.68224  0.000
N 0.34479 -0.61664 -6.03501  0.000
C 0.77274 -0.97254 -4.78961  0.000
Se 1.75671 0.00036 -3.60952  0.000
N 0.30263 -2.22734 -4.56169  0.000
C -0.44124 -2.66719 -5.63409  0.000
C -1.13021 -3.84479 -5.87078  0.000
C -1.78021 -3.95975 -7.09331  0.000
C -1.73873 -2.93906 -8.04135  0.000
C -1.04848 -1.75751 -7.80497  0.000
C -0.40611 -1.64004 -6.58446  0.000
H 1.14550 1.27001 -5.95770  0.000
H -0.29340 1.11654 -6.99974  0.000
H 1.27901 0.48268 -7.54873  0.000
H 0.39389 -2.69658 -3.66043  0.000
H -1.15203 -4.63919 -5.13767  0.000
H -2.32554 -4.86697 -7.31582  0.000
H -2.25403 -3.07128 -8.98306  0.000
H -1.01677 -0.96713 -8.54187  0.000

Forces on atoms 1 to 6 (eV/Å):
V 0.2 -0.7 -0.9
C -0.1 0.0 -0.1
C 0.0 0.0 0.0
C 0.0 -0.1 -0.2
C -0.1 0.3 0.3
C 0.0 0.1 0.4